#one
Computed, not measured: C9H10N4S in the gas phase, with the ωB97M-V functional and the def2-TZVPD basis.

CARTESIAN COORDINATES (ANGSTROEM)
1 C 2.685 2.736 0.301
2 C 0.607 1.247 -0.092
3 C -1.433 0.271 0.046
4 C -3.978 -0.921 0.165
5 C 0.336 -1.158 0.084
6 C 1.978 -2.735 0.043
7 C 2.951 -1.738 -0.111
8 C 2.557 -0.405 -0.183
9 C 1.242 -0.082 -0.034
10 H 2.657 3.694 0.821
11 H 3.419 2.765 -0.539
12 H 3.056 2.043 1.032
13 H 0.674 3.198 -0.094
14 H -3.592 -1.338 1.137
15 H -5.032 -0.807 0.256
16 H -3.681 -1.653 -0.591
17 H 2.226 -3.841 -0.008
18 H 3.981 -2.027 -0.173
19 H 3.307 0.391 -0.345
20 N 1.320 2.446 -0.160
21 N -0.686 1.408 -0.057
22 N -1.049 -0.978 0.056
23 N 0.654 -2.428 0.078
24 S -3.147 0.697 -0.140

SMILES string = CNc1nc(SC)nc2ncccc12
spin multiplicity = 1
Kohn-Sham gap = 0.307 Eh

natural (NBO) population analysis, charges in e, atoms 1 to 6: number 1, C, carries -0.418; number 2, C, carries 0.485; number 3, C, carries 0.290; number 4, C, carries -0.738; number 5, C, carries 0.368; number 6, C, carries 0.069


#two
Computed, not measured: C9H10N4S in the gas phase, with the ωB97M-V functional and the def2-TZVPD basis.

CARTESIAN COORDINATES (ANGSTROEM)
1 C -1.800 -2.487 -0.041
2 C -2.179 -1.055 0.008
3 C -3.316 0.757 0.239
4 C -2.040 1.218 0.326
5 C -1.377 2.454 -0.092
6 C 0.024 0.288 -0.302
7 C 2.583 -0.696 -0.814
8 C 3.184 -0.224 0.450
9 C 3.488 0.957 0.950
10 H -0.931 -2.696 0.614
11 H -2.639 -2.955 0.368
12 H -1.795 -2.644 -1.175
13 H -4.194 1.190 0.370
14 H -2.210 3.198 -0.200
15 H 3.097 -1.534 -1.354
16 H 2.507 0.076 -1.584
17 H 3.316 -0.992 1.192
18 H 3.685 2.186 0.709
19 H 3.922 0.876 1.984
20 N -3.336 -0.626 0.261
21 N -0.217 2.521 -0.758
22 N 0.569 1.419 -0.742
23 N -1.300 0.032 -0.078
24 S 0.960 -1.263 -0.329

SMILES string = C=CCSc1nncc2cnc(C)n12
spin multiplicity = 1
Kohn-Sham gap = 0.312 Eh

natural (NBO) population analysis, charges in e, atoms 1 to 6: number 1, C, carries -0.666; number 2, C, carries 0.395; number 3, C, carries -0.056; number 4, C, carries 0.039; number 5, C, carries 0.011; number 6, C, carries 0.306


#one has the most favorable energy; the next structure is 459.6 kJ/mol above.


#one
Computed, not measured: C3H3FO2 in the gas phase, with the ωB97M-V functional and the def2-TZVPD basis.

CARTESIAN COORDINATES (ANGSTROEM)
1 C -0.414 0.686 -0.181
2 C 0.522 0.987 -0.999
3 C -0.503 -0.654 0.631
4 O 1.658 -1.101 -0.008
5 O 0.803 -0.999 1.011
6 F 1.317 1.557 -1.831
7 H -1.198 1.431 -0.122
8 H -1.061 -0.499 1.580
9 H -1.125 -1.409 -0.082

spin multiplicity = 1
Kohn-Sham gap (alpha / beta) = 0.368 / 0.273 Eh

natural (NBO) population analysis, charges in e, atoms 1 to 6: number 1, C, carries -0.442; number 2, C, carries 0.571; number 3, C, carries -0.093; number 4, O, carries -0.252; number 5, O, carries -0.190; number 6, F, carries -0.245


#two
Computed, not measured: a molecular structure, C3H3FO2, with the ωB97M-V functional and the def2-TZVPD basis.

CARTESIAN COORDINATES (ANGSTROEM)
1 C -0.112 -0.271 1.153
2 C 0.830 0.154 -1.632
3 C -0.329 0.189 -0.824
4 O 0.674 0.465 -2.834
5 O -1.245 -0.318 1.905
6 F -1.524 0.262 -1.130
7 H 0.768 0.008 1.690
8 H 1.832 -0.187 -1.155
9 H -0.896 -0.301 2.827

spin multiplicity = 1
Kohn-Sham gap (alpha / beta) = 0.338 / 0.265 Eh

natural (NBO) population analysis, charges in e, atoms 1 to 6: number 1, C, carries 0.064; number 2, C, carries 0.152; number 3, C, carries 0.433; number 4, O, carries -0.516; number 5, O, carries -0.665; number 6, F, carries -0.259


#two has the most favorable energy; the next structure is 200.4 kJ/mol above.


#one
Computed, not measured: C3H3FO2 in the gas phase, with the ωB97M-V functional and the def2-TZVPD basis.

CARTESIAN COORDINATES (ANGSTROEM)
1 C 0.571 -0.019 -0.529
2 C 0.934 -0.931 0.305
3 C -0.733 0.718 -0.183
4 O -0.383 -0.426 1.705
5 O -1.284 0.098 0.833
6 F 1.857 -1.818 0.491
7 H 1.132 0.115 -1.538
8 H -0.658 1.819 -0.066
9 H -1.437 0.444 -1.018

spin multiplicity = 1
Kohn-Sham gap (alpha / beta) = 0.336 / 0.336 Eh

natural (NBO) population analysis, charges in e, atoms 1 to 6: number 1, C, carries -0.396; number 2, C, carries 0.639; number 3, C, carries -0.072; number 4, O, carries -0.293; number 5, O, carries -0.260; number 6, F, carries -0.258


#two
Computed, not measured: 2 unconnected molecules or ions with the total composition C3H3FO2, with the ωB97M-V functional and the def2-TZVPD basis.

CARTESIAN COORDINATES (ANGSTROEM)
1 C -3.385 -0.066 0.325
2 C 0.337 0.787 0.146
3 C -0.612 -0.027 -0.644
4 O -3.821 0.999 0.511
5 O 0.291 0.539 -1.242
6 F -4.196 -0.906 -0.470
7 H 0.148 1.729 0.541
8 H 1.328 0.375 0.512
9 H -2.438 -0.237 0.932

spin multiplicity = 1
Kohn-Sham gap = 0.387 Eh

natural (NBO) population analysis, charges in e, atoms 1 to 6: number 1, C, carries 0.694; number 2, C, carries -0.299; number 3, C, carries 0.300; number 4, O, carries -0.527; number 5, O, carries -0.377; number 6, F, carries -0.360


#two has the most favorable energy; the next structure is 191.4 kJ/mol above.


#one
Computed, not measured: a molecular structure, C2H4, with the ωB97M-V functional and the def2-TZVPD basis.

CARTESIAN COORDINATES (ANGSTROEM)
1 C 0.581 0.189 0.182
2 C -0.594 -0.394 -0.412
3 H 0.356 1.230 0.025
4 H 1.312 -0.593 0.210
5 H -0.519 -0.858 0.888
6 H -1.136 0.426 -0.892

spin multiplicity = 1
Kohn-Sham gap = 0.347 Eh

Okay, here come the natural (NBO) numbers, in e, for every atom: number 1, C, carries -0.474; number 2, C, carries -0.456; number 3, H, carries 0.232; number 4, H, carries 0.248; number 5, H, carries 0.283; number 6, H, carries 0.168


#two
Computed, not measured: C2H4 in the gas phase, with the ωB97M-V functional and the def2-TZVPD basis.

CARTESIAN COORDINATES (ANGSTROEM)
1 C -0.052 -0.400 -0.483
2 C 0.258 0.444 0.412
3 H -0.760 -0.008 -1.248
4 H -0.199 -1.472 -0.514
5 H -0.003 1.624 0.628
6 H 0.756 -0.187 1.206

SMILES string = C=C
spin multiplicity = 1
Kohn-Sham gap = 0.439 Eh

Okay, here come the natural (NBO) numbers, in e, for every atom: number 1, C, carries -0.411; number 2, C, carries -0.388; number 3, H, carries 0.169; number 4, H, carries 0.213; number 5, H, carries 0.230; number 6, H, carries 0.188


#two has the most favorable energy; the next structure is 318.5 kJ/mol above.